[1]
The following is a quantum chemistry calculation of C24H21ClIN8O4Pd as an isolated structure, from the Open Molecules 2025 dataset.

Results
Net charge   +1
Orbital gap   6.935 eV
F_max   0.0077 hartree/bohr
ΔE to the lowest compared entry with this formula, charge and spin   0.098 eV
E_HOMO   -0.4169 Ha
E   -2551.76586 Ha

Atoms and positions in Å:
Pd -2.205 1.552 1.191
C 2.985 3.460 0.386
N 1.765 2.838 0.903
C 0.578 2.713 0.329
N -0.217 2.031 1.145
C 0.565 1.759 2.232
N 1.771 2.238 2.114
C 3.424 2.843 -0.919
C 4.088 3.611 -1.866
C 4.544 3.031 -3.043
C 4.314 1.690 -3.297
C 3.630 0.924 -2.357
C 3.204 1.496 -1.166
C 3.307 -0.471 -2.644
N 3.609 -1.183 -3.670
N 2.979 -2.410 -3.497
C 2.348 -2.340 -2.380
O 2.511 -1.139 -1.766
C 1.445 -3.313 -1.768
C 0.987 -4.388 -2.525
C 0.064 -5.260 -1.979
C -0.417 -5.053 -0.693
C 0.052 -3.995 0.076
C -0.450 -3.841 1.486
N -0.941 -2.493 1.807
C -1.113 -1.416 1.055
N -1.626 -0.438 1.798
C -1.757 -1.009 3.034
N -1.342 -2.246 3.072
C 1.003 -3.135 -0.462
H 3.721 3.302 1.173
H 2.823 4.533 0.285
H 0.312 3.114 -0.634
H 0.216 1.233 3.105
H 4.256 4.666 -1.686
H 5.067 3.634 -3.772
H 4.642 1.231 -4.220
H 2.693 0.882 -0.435
H 1.350 -4.515 -3.536
H -0.299 -6.096 -2.562
H -1.158 -5.728 -0.282
H 0.322 -4.060 2.224
H -1.279 -4.524 1.664
H -0.853 -1.364 0.014
H -2.125 -0.484 3.896
H 1.405 -2.320 0.128
C -4.282 1.660 -1.147
C -3.169 0.809 -0.664
O -2.713 -0.212 -0.932
H -4.767 1.090 -1.939
H -3.879 2.604 -1.504
H -4.954 1.848 -0.312
I -2.674 4.024 0.671
Cl -6.655 0.513 2.886
C -5.311 1.208 3.801
C -4.021 1.329 3.028
O -2.966 1.574 3.605
O -4.088 1.189 1.736
H -5.127 0.599 4.683
H -5.591 2.207 4.132

Cartesian forces (eV/Å) of the 2 atoms listed first:
Pd 0.2 -0.1 0.2
C 0.0 0.0 0.0

[2]
The following is a quantum chemistry calculation of C29H36BaBrN10OP as an isolated structure, from the Open Molecules 2025 dataset.

Results
Net charge   +2
Orbital gap   7.567 eV
F_max   0.0181 hartree/bohr
ΔE to the lowest compared entry with this formula, charge and spin   0.075 eV
E_HOMO   -0.4733 Ha
E   -4690.04876 Ha

Atoms and positions in Å:
Ba 0.094 0.290 -0.048
C 4.650 -3.193 0.135
N 3.890 -2.084 0.697
C 4.448 -1.002 1.315
C 3.410 -0.190 1.669
N 2.229 -0.746 1.265
C 2.536 -1.894 0.671
P 1.430 -3.246 0.159
C 0.011 -2.976 1.245
N -0.781 -1.915 1.349
C -1.708 -2.223 2.302
C -1.480 -3.481 2.781
N -0.393 -3.953 2.109
C 0.213 -5.268 2.296
C 0.753 -2.777 -1.461
N -0.055 -1.776 -1.801
C -0.365 -1.964 -3.117
C 0.248 -3.090 -3.584
N 0.951 -3.603 -2.534
C 1.779 -4.802 -2.604
H 5.545 -3.355 0.729
H 4.944 -2.979 -0.893
H 4.054 -4.102 0.149
H 5.510 -0.913 1.468
H 3.447 0.747 2.200
H -2.481 -1.531 2.593
H -1.994 -4.065 3.525
H -0.355 -5.811 3.046
H 1.241 -5.175 2.638
H 0.196 -5.837 1.370
H -1.022 -1.298 -3.652
H 0.228 -3.560 -4.552
H 1.475 -5.389 -3.466
H 1.656 -5.408 -1.711
H 2.832 -4.545 -2.712
Br -1.132 1.939 7.513
C -1.174 2.107 5.635
C -0.531 1.171 4.844
C -0.568 1.303 3.468
C -1.243 2.356 2.850
C -1.880 3.292 3.672
C -1.847 3.171 5.047
N -1.228 2.389 1.430
C -1.861 3.278 0.774
C -1.853 3.337 -0.694
C -2.560 4.343 -1.341
C -2.542 4.404 -2.726
C -1.813 3.453 -3.421
C -1.141 2.483 -2.694
N -1.153 2.410 -1.367
H -0.005 0.347 5.307
H -0.053 0.556 2.871
H -2.411 4.137 3.255
H -2.344 3.903 5.669
H -2.450 4.052 1.267
H -3.116 5.071 -0.765
H -3.086 5.178 -3.251
H -1.766 3.461 -4.501
H -0.552 1.728 -3.208
C 5.282 2.345 -0.772
N 3.846 2.336 -1.026
C 3.061 3.272 -0.235
C 3.205 1.325 -1.651
O 2.016 1.039 -1.373
N 3.884 0.619 -2.594
C 4.849 1.235 -3.502
C 3.286 -0.613 -3.086
H 5.447 2.428 0.304
H 5.772 3.190 -1.257
H 5.733 1.419 -1.113
H 3.537 4.251 -0.283
H 2.998 2.968 0.815
H 2.056 3.349 -0.641
H 4.968 2.291 -3.280
H 4.480 1.148 -4.525
H 5.822 0.745 -3.446
H 2.721 -1.093 -2.290
H 4.085 -1.277 -3.417
H 2.615 -0.432 -3.930

Cartesian forces (eV/Å) of the 2 atoms listed first:
Ba -0.8 0.4 0.3
C 0.1 0.0 -0.1